a | Computed, not measured: a 2-piece molecular cluster, C2H3NO3 overall, with wB97M-V/def2-TZVPD.

Highest occupied orbital energy: -10.2 eV

Element x y z (Å)
C -1.5357 -0.1632 0.2561
C -0.8641 0.3298 -0.9648
N 1.8836 -0.0514 -0.0039
O 2.5898 -0.8179 -0.5602
O 1.9148 0.4284 1.0487
O -1.5727 1.1422 -0.3117
H -2.3274 -0.7666 0.0975
H -0.9637 -0.2923 1.0727
H 0.8756 0.1911 -0.6344

=====

b | Computed, not measured: one molecule with the formula C2H3NO3, with wB97M-V/def2-TZVPD.

Structure (SMILES): CC(=O)[N+](=O)[O-]
Highest occupied orbital energy: -10.8 eV

Element x y z (Å)
C 0.2392 0.5134 0.1482
C -1.1770 0.0935 0.0160
N 1.4305 -0.5616 0.0055
O 1.0152 -1.6968 -0.0393
O 0.5719 1.6518 0.0843
O 2.5493 -0.1000 -0.0445
H -1.7589 0.9980 0.2810
H -1.4927 -0.7930 0.5990
H -1.3776 -0.1052 -1.0502

=====

b takes first place; second place is 399.9 kJ/mol up.